The following is a DFT calculation (ωB97M-V/def2-TZVPD) of C47H56FHfN10O4SSb2 as an isolated structure in a non-equilibrium geometry.

Last column: Mulliken charge in e.
Positions of all 122 atoms, in Å:
Hf -0.162 -0.895 0.735  1.79
C -3.151 6.149 -0.607  -1.37
C -2.152 5.555 -1.618  -0.27
C -1.224 6.572 -2.203  -0.90
C -0.093 6.901 -1.206  -1.34
C 0.503 5.663 -0.577  0.58
C 1.761 5.694 0.001  -0.66
C 2.336 4.582 0.647  -0.61
F 3.623 4.559 0.990  -0.34
C 1.640 3.405 0.645  -0.62
C 0.403 3.271 -0.001  0.90
C -0.260 2.006 -0.138  -0.77
O 0.480 0.980 0.265  0.15
C -1.423 1.944 -0.900  0.58
C -1.958 3.106 -1.402  -0.17
N -1.394 4.325 -1.214  0.39
C -0.135 4.385 -0.600  0.49
C -2.161 0.681 -1.214  -0.15
O -3.140 0.585 -1.854  -0.60
O -1.640 -0.355 -0.587  -0.03
H -3.610 7.032 -1.105  0.39
H -2.622 6.538 0.269  0.34
H -3.936 5.447 -0.305  0.38
H -2.707 5.224 -2.528  0.41
H -1.813 7.415 -2.543  0.49
H -0.904 6.064 -3.192  0.17
H -0.549 7.552 -0.447  0.45
H 0.668 7.453 -1.742  0.55
H 2.284 6.594 0.083  0.64
H 2.105 2.537 1.080  0.98
H -2.819 3.211 -2.043  0.77
C -0.412 -2.137 -3.573  -1.26
Sb 0.942 -2.062 -1.961  0.70
C 1.423 -4.042 -1.662  -1.30
C 2.787 -1.628 -3.113  0.34
C 2.499 -1.554 -4.598  -0.26
C 2.423 -2.739 -5.292  0.01
C 2.076 -2.861 -6.611  -0.79
C 1.819 -1.656 -7.290  -0.66
C 1.955 -0.443 -6.625  -0.66
C 2.340 -0.371 -5.299  1.06
C 2.643 0.944 -4.646  -1.96
Sb 1.070 2.167 -3.745  0.28
C 2.452 3.758 -2.952  -1.35
C 0.292 2.761 -5.580  -1.37
H 0.063 -2.743 -4.371  0.38
H -0.552 -1.126 -3.943  0.20
H -1.324 -2.459 -3.193  0.65
H 2.389 -4.117 -1.109  0.36
H 1.748 -4.522 -2.563  0.51
H 0.584 -4.612 -1.154  0.30
H 3.506 -2.362 -2.907  0.99
H 3.087 -0.635 -2.836  -1.53
H 2.612 -3.702 -4.731  0.15
H 2.255 -3.790 -7.089  0.49
H 1.498 -1.670 -8.343  0.41
H 1.788 0.494 -7.207  0.34
H 2.862 1.671 -5.389  0.90
H 3.433 0.880 -3.936  0.86
H 2.060 4.705 -3.254  0.48
H 3.441 3.583 -3.278  0.61
H 2.243 3.738 -1.855  0.08
H 0.957 3.084 -6.344  0.43
H -0.439 3.562 -5.478  0.41
H -0.242 1.809 -5.809  0.40
O 0.118 -1.491 2.858  -0.35
H -0.596 -1.542 3.523  0.21
H 0.897 -1.754 3.334  0.44
N -3.151 -7.949 2.339  -0.36
C -2.663 -6.979 1.926  -0.30
C -1.989 -5.786 1.489  0.29
C -2.603 -4.982 0.555  -0.85
C -2.084 -3.731 0.236  -0.61
N -1.033 -3.180 0.856  0.69
C -0.372 -3.995 1.743  -0.16
C -0.786 -5.292 1.982  -0.69
H -3.533 -5.229 0.128  0.61
H -2.673 -3.111 -0.430  0.47
H 0.532 -3.678 2.212  0.24
H -0.157 -5.886 2.570  0.77
C 3.560 0.583 -0.634  -0.09
N 4.157 0.243 0.684  0.37
C 5.431 0.890 1.113  -0.44
C 5.868 -0.135 2.183  -0.67
N 4.818 -1.115 2.215  -0.15
C 3.881 -0.851 1.369  0.26
S 2.420 -1.789 1.439  -0.47
H 3.225 1.616 -0.611  -0.02
H 2.762 -0.051 -0.881  -0.70
H 4.396 0.417 -1.325  0.50
H 5.222 1.894 1.549  0.20
H 6.114 0.977 0.294  0.38
H 6.024 0.161 3.226  0.37
H 6.735 -0.590 1.763  0.35
H 4.928 -2.041 2.656  0.30
C -3.870 -1.184 1.853  -1.20
C -2.951 -0.214 2.538  0.52
N -1.849 0.350 2.073  0.33
C -1.475 1.221 3.078  -0.53
C -2.223 1.082 4.146  -0.86
N -3.210 0.115 3.784  0.20
C -3.815 -0.737 4.745  -1.12
N -3.057 -2.028 4.991  0.40
N -1.815 -2.114 4.611  0.47
N -1.223 -3.118 5.242  -1.36
C -2.133 -3.724 5.983  0.73
C -1.985 -4.749 6.922  -1.01
C -3.121 -5.059 7.654  -0.37
C -4.398 -4.457 7.434  -0.67
C -4.519 -3.323 6.622  -1.03
C -3.324 -2.992 5.903  0.66
H -3.504 -1.309 0.835  0.00
H -4.880 -0.645 1.739  0.36
H -3.849 -2.029 2.488  0.48
H -0.526 1.778 2.818  0.32
H -2.321 1.517 5.054  0.62
H -4.827 -1.107 4.454  0.45
H -3.853 -0.251 5.683  0.36
H -1.137 -5.325 7.087  0.56
H -3.224 -5.812 8.488  0.31
H -5.175 -4.817 7.996  0.50
H -5.414 -2.802 6.463  0.51

As for the charge: +3. The LUMO energy comes out at -8.09 eV. As for the HOMO energy: -13.944 eV. Its HOMO-LUMO gap is 5.851 eV. For the total energy, the calculation gives -3698.899207 Ha.